[1]
{"formula": "C3H10N2S", "method": "ωB97M-V/def2-TZVPD", "e_lumo_ev": -3.42, "max_force_ev_per_a": 3.91, "molar_mass_da": 106.2, "e_tot_ha": -627.75950, "e_above_lowest_kcal_mol": 147.5, "elements": ["N", "C", "C", "S", "C", "N", "H", "H", "H", "H", "H", "H", "H", "H", "H", "H"], "coordinates": [[-1.16666, 0.98170, -1.06869], [-0.42934, 0.55859, 0.11019], [-0.26868, -1.05849, 0.08942], [0.84402, -1.55794, 1.37701], [0.92209, 1.21544, 0.05871], [0.58058, 2.48955, -0.41185], [-0.38668, -4.11803, 1.15909], [-0.01605, -4.56982, 0.58896], [-2.16167, 0.75784, -0.94462], [-0.90939, 0.83925, 1.05681], [0.07497, -1.40162, -0.91776], [-1.28599, -1.42708, 0.23818], [1.50015, 1.22616, 1.00127], [1.46159, 0.61369, -0.68588], [1.30249, 3.17750, -0.41409], [-0.06142, 2.27326, -1.23675]], "atomic_forces_ev_per_a": [[1.0, -2.5, 2.8], [-1.6, 2.6, -1.4], [0.3, -3.1, -0.1], [-0.9, 0.9, -1.1], [0.4, -0.9, -0.3], [-1.1, 1.2, -1.1], [1.0, -1.2, -1.5], [-1.0, 1.1, 1.5], [0.2, 0.0, 0.1], [-0.3, -0.6, -0.2], [-0.2, 0.7, 0.8], [0.2, 0.1, 0.1], [-0.6, -0.3, -0.2], [0.7, 0.0, 0.1], [0.2, 0.3, -0.7], [1.8, 1.8, 1.1]], "lowdin_charge": [0.15, -0.47, -0.62, 0.58, -0.35, -0.03, 0.00, 0.04, 0.07, 0.15, 0.08, 0.06, 0.12, 0.11, 0.07, 0.07]}



[2]
{"formula": "C3H10N2S", "method": "ωB97M-V/def2-TZVPD", "e_lumo_ev": 0.70, "smiles": "CN=S(C)(C)=N", "max_force_ev_per_a": 4.27, "molar_mass_da": 106.2, "e_tot_ha": -627.81333, "e_above_lowest_kcal_mol": 113.8, "elements": ["C", "C", "C", "N", "N", "S", "H", "H", "H", "H", "H", "H", "H", "H", "H", "H"], "coordinates": [[-2.27376, -0.62029, 0.09345], [0.88184, 1.07589, 1.24676], [1.22429, 0.54455, -1.45050], [1.22056, -1.88607, 0.32167], [-1.13559, 0.05219, -0.46757], [0.32229, -0.13869, -0.03327], [-2.70430, -1.29545, -0.65167], [-3.02617, 0.12977, 0.35171], [-2.03796, -1.19814, 0.98903], [1.94333, 0.92789, 1.38922], [0.64890, 2.06749, 0.87801], [0.35033, 0.87268, 2.17044], [1.29295, -0.24133, -2.19273], [0.66044, 1.38804, -1.83061], [2.21637, 0.83283, -1.12458], [0.41648, -2.51137, 0.31065]], "atomic_forces_ev_per_a": [[-0.1, -0.2, 0.3], [-0.2, -0.9, -0.3], [-0.1, -0.4, 0.6], [-1.1, 4.1, -0.4], [0.9, 0.4, -0.3], [1.4, -2.8, -0.1], [0.0, 0.0, 0.1], [0.0, -0.2, 0.0], [-0.1, -0.1, 0.1], [0.2, 0.0, 0.0], [-0.1, 0.1, -0.1], [-0.1, -0.1, 0.0], [-0.1, -0.1, 0.0], [-0.1, 0.1, 0.1], [0.1, 0.0, 0.1], [-0.6, 0.1, -0.1]], "lowdin_charge": [-0.22, -0.19, -0.20, -0.22, -0.39, 0.82, 0.07, 0.07, 0.06, 0.05, 0.05, 0.05, 0.06, 0.06, 0.05, -0.12]}



[3]
{"formula": "C3H10N2S2", "method": "ωB97M-V/def2-TZVPD", "e_lumo_ev": 0.46, "smiles": "NC[C@H](N)CSS", "max_force_ev_per_a": 3.73, "molar_mass_da": 138.3, "e_tot_ha": -1026.15018, "e_above_lowest_kcal_mol": 22.5, "elements": ["S", "S", "C", "C", "C", "N", "N", "H", "H", "H", "H", "H", "H", "H", "H", "H", "H"], "coordinates": [[0.23804, 1.34071, 2.41674], [1.52045, 0.60541, 0.92286], [0.45553, -0.68722, 0.18291], [-0.55369, -0.30573, -0.95975], [-0.96963, -1.75567, -1.45006], [-2.20520, -1.59741, -2.37618], [-0.06304, 0.54388, -2.02169], [0.11702, 2.59142, 1.90144], [-0.22594, -1.04348, 0.95991], [1.09048, -1.48583, -0.22190], [-1.50956, 0.07147, -0.56589], [-1.22729, -2.44227, -0.65831], [-0.17529, -2.06399, -2.13444], [-1.92315, -1.79376, -3.33968], [-2.72534, -2.37072, -1.96932], [-0.69753, 0.45201, -2.79561], [0.94194, 0.55544, -2.04927]], "atomic_forces_ev_per_a": [[0.5, 0.3, -0.7], [-0.5, -0.3, 0.3], [-1.1, 1.1, -0.8], [-0.1, -1.9, 0.8], [-0.6, 2.6, -2.6], [1.3, -0.6, 1.7], [-0.7, -0.4, 1.9], [-0.2, -0.4, 0.1], [0.6, -0.3, 0.1], [0.1, 0.2, 0.5], [0.5, 0.4, 0.2], [0.3, -0.2, 0.3], [0.3, -0.6, 0.7], [-0.4, -0.3, 0.5], [-0.8, 0.2, -1.2], [0.8, 0.2, -0.7], [-0.1, 0.0, -1.0]], "lowdin_charge": [0.31, 0.42, -0.56, -0.47, -0.22, -0.02, 0.05, -0.19, 0.05, 0.07, 0.13, 0.10, 0.10, 0.06, 0.05, 0.06, 0.06]}



[4]
{"formula": "C3H10N2Si", "method": "ωB97M-V/def2-TZVPD", "e_lumo_ev": 0.91, "smiles": "CN1NCC[SiH2]1", "max_force_ev_per_a": 2.62, "molar_mass_da": 102.2, "e_tot_ha": -519.23186, "e_above_lowest_kcal_mol": 61.3, "elements": ["C", "C", "C", "N", "N", "Si", "H", "H", "H", "H", "H", "H", "H", "H", "H", "H"], "coordinates": [[-1.27377, -1.12605, 0.14390], [-1.70784, 0.26792, -0.32405], [2.16720, -0.01034, -0.32903], [0.23165, -1.19511, 0.42592], [0.83699, 0.08127, 0.20211], [-0.22462, 1.40682, 0.09777], [-1.90763, -1.43666, 1.05972], [-1.57596, -1.89361, -0.62772], [-2.09388, 0.33550, -1.37672], [-2.62280, 0.54738, 0.25753], [2.27991, -0.95167, -0.86246], [2.37223, 0.85019, -1.00069], [2.96138, 0.15078, 0.52762], [0.43657, -1.22621, 1.40179], [0.56598, 2.25872, -0.98122], [-0.44540, 1.94107, 1.38554]], "atomic_forces_ev_per_a": [[-0.5, -1.3, 0.5], [-1.6, 1.2, -0.1], [1.4, 1.4, 1.3], [-0.8, 0.4, -0.1], [0.5, -0.1, -1.1], [0.6, -1.1, -2.3], [1.4, 0.6, -1.1], [0.8, 0.7, 0.7], [0.8, -0.3, 0.7], [0.7, 0.0, -0.3], [0.3, 0.0, 0.1], [-0.2, -0.5, 0.1], [-1.1, -0.8, -1.6], [-0.9, -1.2, 0.9], [-1.3, -0.3, 1.1], [-0.3, 1.2, 1.1]], "lowdin_charge": [-0.25, -0.31, -0.16, -0.06, -0.42, 0.63, 0.12, 0.10, 0.07, 0.06, 0.07, 0.04, 0.10, 0.08, -0.01, -0.07]}



[5]
{"formula": "C3H10N3", "method": "ωB97M-V/def2-TZVPD", "e_lumo_ev": -3.02, "smiles": "CN1[C@H]([NH3+])[C@@H]1N", "max_force_ev_per_a": 4.73, "molar_mass_da": 88.1, "e_tot_ha": -284.23550, "e_above_lowest_kcal_mol": 88.1, "total_charge": 1, "elements": ["C", "C", "C", "N", "N", "N", "H", "H", "H", "H", "H", "H", "H", "H", "H", "H"], "coordinates": [[-0.54041, -0.21691, -0.58177], [0.00611, 0.69872, 0.43051], [1.94662, 0.08404, -1.06358], [0.87636, -0.30266, -0.17737], [-1.52929, -1.05899, -0.01097], [-0.61192, 0.37546, 1.72385], [-0.79205, 0.11331, -1.70055], [0.32636, 1.85589, 0.26536], [2.81662, 0.20568, -0.47919], [1.96226, -0.77782, -1.88938], [1.80327, 1.14766, -1.48465], [-2.36204, -0.89775, -0.66614], [-1.22648, -0.61755, 1.26909], [-1.35845, 1.06567, 1.93924], [0.00385, 0.31044, 2.46447], [-1.32080, -1.98519, -0.03893]], "atomic_forces_ev_per_a": [[1.3, 2.1, -4.1], [1.9, 3.6, -0.7], [-1.4, 0.2, -2.7], [-2.8, -0.8, 2.0], [-2.3, 2.1, -1.4], [-2.0, 0.2, -2.2], [0.8, -0.5, 2.7], [-1.2, -2.9, 0.3], [1.2, -0.6, 0.5], [0.5, 2.3, 1.7], [-0.1, -1.6, 0.0], [1.0, -0.5, 1.9], [-0.1, 1.0, 0.4], [0.7, -0.4, -0.1], [1.6, -0.4, 2.0], [0.9, -3.6, -0.3]], "lowdin_charge": [-0.30, -0.26, -0.08, -0.07, 0.10, 0.15, 0.21, 0.21, 0.07, 0.15, 0.11, 0.19, 0.16, 0.17, 0.11, 0.09]}



[6]
{"formula": "C3H10N3", "method": "ωB97M-V/def2-TZVPD", "e_lumo_ev": -3.21, "max_force_ev_per_a": 3.69, "molar_mass_da": 88.1, "e_tot_ha": -284.21919, "e_above_lowest_kcal_mol": 98.4, "total_charge": 1, "elements": ["C", "C", "C", "N", "N", "N", "H", "H", "H", "H", "H", "H", "H", "H", "H", "H"], "coordinates": [[0.46703, -0.62666, -0.01612], [-0.64638, -0.86827, 1.20287], [0.24315, 0.25569, -1.24522], [-0.18997, -0.17802, 2.45600], [-0.51878, -0.28250, -2.17197], [0.75102, 1.48325, -1.47185], [1.38569, -0.50656, 0.52429], [0.54185, -1.63388, -0.45534], [-1.63604, -0.47348, 0.77450], [0.78463, -0.22187, 2.31425], [-0.40646, -0.87543, 3.23790], [-0.72860, 0.31189, -2.95721], [-1.28848, -0.92734, -2.03083], [0.46135, 1.90684, -2.35438], [1.25357, 1.89750, -0.60548], [-0.47358, 0.73885, 2.79858]], "atomic_forces_ev_per_a": [[-1.5, -1.0, 0.8], [-1.0, 0.6, -3.5], [0.2, 0.2, 1.6], [-1.5, -1.8, 1.5], [-0.9, 0.7, -1.2], [0.3, -1.5, 2.5], [0.9, 0.6, -0.3], [0.0, 0.4, 0.1], [1.2, -0.3, 1.3], [1.6, 0.3, 0.6], [0.4, 1.4, -1.2], [0.0, 0.0, -0.3], [0.7, -0.4, 0.6], [0.6, 0.7, 0.8], [-1.0, -0.4, -2.9], [-0.1, 0.5, -0.3]], "lowdin_charge": [-0.15, -0.18, -0.35, 0.05, 0.20, 0.19, 0.08, 0.10, 0.05, 0.10, 0.18, 0.13, 0.15, 0.13, 0.19, 0.14]}



[7]
{"formula": "C3H10N3", "method": "ωB97M-V/def2-TZVPD", "e_lumo_ev": -4.62, "max_force_ev_per_a": 4.88, "molar_mass_da": 88.1, "e_tot_ha": -284.20041, "e_above_lowest_kcal_mol": 110.2, "total_charge": 1, "elements": ["C", "C", "C", "N", "N", "N", "H", "H", "H", "H", "H", "H", "H", "H", "H", "H"], "coordinates": [[1.24942, -0.75828, 0.67135], [-1.57977, 0.45618, 0.40946], [-0.47312, 0.87989, -1.73396], [0.70770, 0.29438, 0.23038], [2.31259, -0.85840, 1.43442], [-0.43157, 0.09578, -0.46585], [0.90427, -1.74555, 0.26888], [-1.39642, 1.13951, 1.14490], [-2.54835, 0.84830, -0.09133], [-1.87832, -0.43997, 1.09249], [-0.00746, 0.27209, -2.46224], [-1.50511, 1.06325, -1.87964], [0.10926, 1.73799, -1.78929], [2.55565, -1.63012, 2.01181], [2.65927, -0.04378, 1.88705], [-0.67803, -1.31127, -0.72842]], "atomic_forces_ev_per_a": [[-0.1, -2.5, -0.8], [-4.0, -2.9, 0.2], [-0.4, -1.9, 0.0], [1.2, 0.8, 0.7], [1.0, 1.0, 1.0], [-2.4, -2.8, -0.8], [-0.2, 0.5, 0.4], [1.5, 2.3, 1.4], [1.9, -1.1, 0.2], [0.5, 1.1, -1.6], [0.0, -0.9, -1.1], [-0.7, 0.2, -0.8], [0.9, 1.8, 1.1], [-0.3, -1.2, -0.3], [0.2, 1.0, 0.0], [0.9, 4.5, 0.5]], "lowdin_charge": [-0.25, -0.03, 0.02, 0.05, 0.17, -0.27, 0.15, 0.06, 0.14, 0.13, 0.09, 0.08, 0.09, 0.12, 0.12, 0.34]}



[8]
{"formula": "C3H10N3", "method": "ωB97M-V/def2-TZVPD", "e_lumo_ev": -3.75, "max_force_ev_per_a": 1.02, "molar_mass_da": 88.1, "e_tot_ha": -284.30108, "e_above_lowest_kcal_mol": 47.0, "total_charge": 1, "elements": ["C", "N", "C", "N", "H", "H", "H", "H", "H", "H", "H", "C", "N", "H", "H", "H"], "coordinates": [[1.22136, -1.28699, 1.63060], [-0.08363, -0.58778, 1.76179], [-0.57586, 0.17963, 0.82710], [-1.51758, 1.06722, 1.06265], [1.47761, -1.63140, 2.62879], [1.95253, -0.55990, 1.29561], [1.13208, -2.16875, 1.00576], [-0.50098, -0.57119, 2.67958], [-0.16719, 0.12484, -0.17440], [-1.95624, 1.20074, 1.95415], [-1.89778, 1.60554, 0.29301], [0.33628, 0.26626, -2.75213], [0.11486, 1.44568, -3.13876], [1.02534, 0.10091, -1.91655], [0.02668, -0.64217, -3.27600], [-0.58749, 1.45739, -3.88120]], "atomic_forces_ev_per_a": [[-0.6, 0.1, 0.5], [0.4, -0.2, -0.4], [-0.1, 0.3, 0.8], [-0.2, 0.0, -1.0], [0.2, 0.1, 0.0], [0.2, -0.2, -0.1], [0.1, 0.1, -0.3], [0.0, 0.1, 0.1], [0.0, 0.1, 0.0], [0.0, -0.1, 0.3], [0.1, -0.1, 0.1], [0.7, -0.3, -0.4], [-0.7, 0.0, 0.7], [0.1, 0.1, -0.1], [-0.4, 0.1, 0.1], [0.4, 0.0, -0.3]], "lowdin_charge": [0.00, 0.03, -0.13, 0.20, 0.10, 0.10, 0.10, 0.16, 0.13, 0.14, 0.14, -0.17, 0.04, 0.04, 0.07, 0.05]}



[9]
{"formula": "C3H10N3", "method": "ωB97M-V/def2-TZVPD", "e_lumo_ev": -3.18, "max_force_ev_per_a": 4.69, "molar_mass_da": 88.1, "e_tot_ha": -284.14425, "e_above_lowest_kcal_mol": 145.4, "total_charge": 1, "elements": ["C", "C", "C", "N", "N", "N", "H", "H", "H", "H", "H", "H", "H", "H", "H", "H"], "coordinates": [[-2.76883, -0.38680, -0.06965], [-2.18927, 0.46318, 0.74978], [1.01361, 1.03755, 0.01918], [0.22120, 0.16584, -0.83554], [2.13424, 0.63524, 0.47677], [2.93736, -0.48987, 0.26413], [-2.70575, -1.36490, 0.21644], [-3.06399, -0.07497, -1.08328], [-2.16035, 1.40630, 0.46579], [-1.86481, 0.19267, 1.75118], [-0.26667, 0.96815, -1.43133], [-0.74671, -0.08031, -0.17400], [2.41894, 1.43338, 1.09710], [2.63725, -1.27732, 0.88011], [0.65752, -0.52659, -1.45982], [3.97775, -0.31444, 0.38267]], "atomic_forces_ev_per_a": [[0.6, 1.3, -1.5], [-0.3, -2.8, 1.8], [-1.0, 0.3, 0.1], [-2.5, 2.3, -0.8], [1.1, 1.9, 1.3], [0.8, -1.3, 0.3], [-0.7, -2.8, 0.2], [-0.2, -0.4, 0.6], [0.3, 4.6, -0.8], [0.0, 0.0, -0.2], [1.2, -2.4, 1.0], [1.8, 0.0, -1.6], [0.7, -1.5, -0.4], [0.5, 1.0, -0.5], [-0.2, -0.3, 0.4], [-2.0, 0.1, -0.1]], "lowdin_charge": [-0.01, -0.08, -0.11, 0.08, -0.11, 0.05, 0.05, 0.10, 0.02, 0.10, 0.20, 0.15, 0.17, 0.12, 0.15, 0.14]}



[10]
{"formula": "C3H10N3", "method": "ωB97M-V/def2-TZVPD", "e_lumo_ev": -4.94, "max_force_ev_per_a": 3.19, "molar_mass_da": 88.1, "e_tot_ha": -284.24405, "e_above_lowest_kcal_mol": 82.8, "total_charge": 1, "elements": ["C", "C", "N", "N", "H", "H", "H", "H", "H", "H", "C", "N", "H", "H", "H", "H"], "coordinates": [[1.20313, -0.70591, 0.57335], [1.14826, 0.59006, 0.25567], [0.38242, 1.54772, 1.01457], [1.06020, -1.75678, -0.39635], [1.15326, -1.01094, 1.61512], [1.52292, 1.02604, -0.68169], [0.81282, 2.48022, 1.01354], [0.31902, 1.23252, 1.96723], [1.27127, -2.64488, 0.11550], [1.88262, -1.63141, -1.07527], [-2.48529, 0.00117, -0.73578], [-1.25246, 0.32178, -0.74862], [-3.25375, 0.37467, -0.02786], [-2.95270, -0.58323, -1.51852], [-0.46153, -0.32279, -0.98340], [-0.82161, 0.97876, -0.07136]], "atomic_forces_ev_per_a": [[-0.6, 0.2, 0.1], [0.7, 0.7, -0.1], [1.6, 0.3, -0.1], [3.2, -0.3, 0.0], [-0.7, 0.0, 0.0], [-0.5, -0.6, 0.0], [-0.3, -0.4, 0.0], [-0.3, 0.0, 0.6], [-0.3, 0.8, -0.9], [-1.6, -0.6, 0.8], [-0.9, 0.5, -0.4], [0.0, -1.2, 1.0], [1.0, 0.6, -0.3], [0.6, -0.9, 0.1], [-1.0, 0.1, -1.4], [-0.7, 0.6, 0.7]], "lowdin_charge": [-0.22, -0.25, 0.02, 0.01, 0.12, 0.14, 0.12, 0.10, 0.10, 0.13, 0.15, 0.16, 0.13, 0.11, 0.12, 0.06]}



[11]
{"formula": "C3H10N3", "method": "ωB97M-V/def2-TZVPD", "e_lumo_ev": -4.14, "max_force_ev_per_a": 4.49, "molar_mass_da": 88.1, "e_tot_ha": -284.21943, "e_above_lowest_kcal_mol": 98.2, "total_charge": 1, "elements": ["C", "C", "C", "N", "N", "N", "H", "H", "H", "H", "H", "H", "H", "H", "H", "H"], "coordinates": [[2.32737, 0.13293, 0.33107], [1.27216, 0.84495, -0.53282], [1.05546, -0.43280, -0.00344], [0.29236, -1.46113, 0.11374], [-1.84627, 0.71214, 0.69352], [-1.83896, -0.19524, -0.50567], [3.13750, -0.12766, -0.30650], [2.75834, 0.43540, 1.26107], [0.64695, 1.71110, -0.22607], [1.43083, 0.74723, -1.59624], [-1.97530, 0.08972, 1.46717], [-1.70606, 0.36998, -1.30268], [-2.64957, 1.32123, 0.70855], [-2.68673, -0.76505, -0.57553], [-0.65735, -1.27361, -0.30935], [0.43929, -2.10917, 0.78318]], "atomic_forces_ev_per_a": [[0.5, 0.6, -0.8], [-1.0, 1.7, -0.6], [-0.2, -2.7, 1.7], [0.1, 3.8, -2.4], [0.5, -1.2, -1.5], [-1.1, 0.2, 2.1], [0.6, -0.8, -0.5], [-0.7, 0.3, 0.8], [0.5, -0.8, 0.0], [0.4, 0.6, -0.3], [0.1, -0.3, 0.6], [-0.2, 0.7, -1.1], [-0.4, 0.1, -0.4], [0.0, 0.7, -0.2], [-0.3, 0.1, 0.3], [1.1, -2.9, 2.4]], "lowdin_charge": [0.01, -0.03, -0.25, 0.28, 0.00, -0.06, 0.12, 0.13, 0.14, 0.14, 0.07, 0.08, 0.08, 0.11, 0.08, 0.11]}



[12]
{"formula": "C3H10N3", "method": "ωB97M-V/def2-TZVPD", "e_lumo_ev": -3.30, "smiles": "C[NH2+][C@@]1(N)CN1", "max_force_ev_per_a": 4.03, "molar_mass_da": 88.1, "e_tot_ha": -284.24853, "e_above_lowest_kcal_mol": 80.0, "total_charge": 1, "elements": ["C", "C", "C", "N", "N", "N", "H", "H", "H", "H", "H", "H", "H", "H", "H", "H"], "coordinates": [[-0.18559, -0.32032, -1.56441], [0.27032, 0.58280, -0.47949], [-0.43475, -1.21576, 1.30169], [-0.76112, 1.11512, -1.38017], [1.53837, 1.10013, -0.19582], [-0.54170, 0.17545, 0.79186], [0.48249, -0.55726, -2.32733], [-0.78891, -1.27788, -1.25668], [-1.24012, -1.33432, 2.05237], [-0.56652, -1.99601, 0.58564], [0.46604, -1.28462, 2.05282], [-0.41247, 1.72652, -2.06311], [1.74515, 1.78380, 0.45682], [2.21035, 0.32752, -0.08589], [-0.18728, 0.73691, 1.57984], [-1.59425, 0.43791, 0.53187]], "atomic_forces_ev_per_a": [[-1.4, -0.1, 2.1], [-1.3, 0.1, 0.4], [0.7, 0.2, 3.6], [0.3, -3.2, 1.6], [0.4, -3.4, -2.1], [-1.9, 0.7, -0.3], [1.0, 0.2, -1.4], [0.7, 2.4, -0.8], [0.0, 0.1, -0.6], [0.5, -0.2, -0.5], [-1.2, -0.1, -2.2], [0.8, 1.0, -1.2], [-0.4, 1.9, 1.3], [-0.3, 0.7, -0.3], [-0.7, 0.3, -0.5], [2.7, -0.5, 0.8]], "lowdin_charge": [-0.01, -0.52, -0.03, 0.12, 0.15, 0.03, 0.09, 0.14, 0.11, 0.07, 0.15, 0.09, 0.07, 0.12, 0.17, 0.23]}



Which formula does entry 11 have? C3H10N3



Which formula does entry 8 have? C3H10N3